A cluster of 2 separate species, C21H29F16IO7P2 in total at a distorted geometry. Source: the Open Molecules 2025 dataset; level of theory: ωB97M-V/def2-TZVPD.

The geometry in XYZ format:
```
76
Properties=species:S:1:pos:R:3:forces:R:3:mulliken_charge:R:1
C 2.09857 1.81271 -4.76106 -0.123 -0.143 -0.163 0.5715
H 6.69120 -2.33453 -0.05103 -0.021 -0.062 -0.028 0.4295
H 1.94678 -0.35828 -0.76080 0.127 0.018 -0.051 0.1628
F 3.70311 -3.17501 2.98349 -0.014 -0.007 -0.190 -0.3074
F -0.34745 1.24042 -6.08872 0.169 -0.109 -0.029 -0.2274
F 4.22267 0.84728 -0.94183 0.188 0.016 -0.084 -0.3826
H -7.72994 0.62129 1.73889 -0.182 0.000 0.078 0.3164
H 1.13883 3.27810 2.46809 0.158 -0.245 0.095 0.4415
C -4.46209 -3.57553 1.62415 -0.016 -0.087 0.063 -0.9364
H 5.00148 -3.52241 -1.17675 -0.098 -0.004 -0.019 0.3507
C 3.29742 2.37832 -2.47425 0.828 -0.100 0.007 0.3753
O -0.53399 5.04993 2.10478 -0.210 -0.520 -0.064 -0.5076
C -2.74560 -0.70737 1.76119 -0.086 0.134 -0.376 -0.8656
H -2.66302 -3.35122 2.79279 0.046 0.214 0.066 0.2919
H 5.59954 -1.63604 1.12993 -0.002 -0.014 0.040 0.2098
O -3.41218 0.12382 4.21268 -0.120 -0.118 -0.100 -0.7688
F 2.61076 2.98791 -6.75642 0.025 0.017 0.035 -0.2854
C -1.44642 0.00261 2.17609 -0.192 -0.463 -0.714 -0.7598
H 4.29336 -1.93484 -0.94423 -0.061 0.025 0.136 -0.3452
H -8.40063 -1.05521 1.72980 -0.163 0.169 0.117 0.3828
O 2.06206 -1.68482 0.20483 -0.303 -0.314 0.429 -0.6069
C 1.91565 1.47388 0.34151 0.199 -0.048 -0.926 -0.4411
C -0.57450 0.21968 0.90830 -0.514 -0.364 0.567 -0.1913
C 2.97856 -2.29783 2.26755 0.024 -0.094 -0.237 0.8273
O -2.12026 3.48486 2.48085 0.260 -0.737 -0.353 -0.3949
H -6.43545 -1.93259 2.77377 0.226 -0.032 0.272 0.2806
H 2.26582 0.77013 1.10777 0.199 0.092 0.078 0.1552
F 1.01353 3.77292 -5.46475 0.065 0.022 -0.024 -0.2892
H -3.90295 -4.25792 3.58162 -0.162 0.191 0.296 0.3551
C 5.78423 -2.52246 0.52847 -0.097 0.147 0.067 -1.1855
H -7.01105 -0.63483 0.74241 -0.099 0.011 -0.089 0.3108
C -0.84641 3.90771 2.29303 0.105 0.768 -0.100 0.1933
O -4.13844 -2.22373 3.70915 -0.293 -0.362 -0.697 -0.4293
F 2.32907 3.20856 -2.02448 -0.224 -0.090 -0.156 -0.2077
F 1.08723 1.68159 -3.86981 -0.004 0.140 0.035 -0.3186
H -1.19042 0.07242 0.02198 0.104 0.244 -0.172 0.6850
F 3.33075 0.00354 -2.73884 -0.053 0.113 -0.312 -0.3679
C 3.34195 2.41563 -4.02916 0.125 -0.080 -0.181 0.5719
F 4.43436 1.76402 -4.44953 0.027 -0.054 0.094 -0.2690
H -1.73463 0.92702 2.66317 0.129 -0.028 0.258 0.4761
C 4.62638 -2.83299 -0.41518 0.229 -0.031 -0.380 0.4464
H -0.07675 2.13632 3.18357 0.256 -0.202 -0.024 0.6680
C 3.18365 0.96307 -1.80271 -0.562 0.131 0.742 0.5619
F 3.49908 3.71054 -4.37261 -0.278 0.071 0.057 -0.3264
O -5.28567 -0.18251 2.55118 -0.120 -1.194 -0.231 -0.1796
H 1.78955 -3.54552 1.08075 -0.063 0.104 -0.142 0.0458
F -0.15364 2.85317 -7.50942 0.060 -0.114 0.037 -0.2554
H -2.68279 3.79962 1.76053 -0.144 0.494 0.292 0.3603
F 3.67662 -1.14922 2.21820 0.074 0.301 0.383 -0.2513
H -3.75968 -3.96573 0.88869 -0.022 -0.056 -0.048 0.3480
C 0.17564 2.78712 2.34618 -0.262 0.442 0.158 -0.5291
C -7.50348 -0.44081 1.69746 0.591 -0.188 -0.241 -1.2766
H -3.22277 -0.10385 0.98387 -0.151 -0.036 0.015 0.4487
H -0.89868 -0.66242 2.83897 0.078 0.353 0.372 0.2277
H 2.52512 2.37264 0.27705 -0.035 0.111 0.399 0.6388
F 2.37722 0.59247 -5.23929 0.165 -0.016 0.009 -0.3199
I -0.87623 3.10476 -0.89417 0.111 -0.050 0.075 -0.0203
C 2.52427 -2.74329 0.85265 -0.112 -0.258 -0.253 -0.2429
C 1.91603 0.71711 -1.01234 -0.104 -0.240 0.099 -0.2727
P 0.23849 1.82519 0.80022 -0.247 -0.409 -0.050 0.2835
H -6.92608 -0.50788 3.75749 0.140 -0.255 0.197 0.3581
H -5.27516 -4.29275 1.71526 -0.114 0.067 -0.010 0.3053
F 1.86655 -2.04615 3.01406 -0.020 0.160 0.045 -0.2660
H -2.52333 -1.66639 1.29475 -0.078 -0.110 0.102 0.5170
C 0.52488 1.92156 -6.82696 -0.071 0.517 -0.364 0.6325
H -4.87163 -2.64999 1.21966 0.049 0.075 0.029 0.2443
H 0.19810 -0.56321 0.86809 0.414 0.172 -0.184 -0.0960
H 1.01413 0.87330 -1.60078 0.150 0.302 -0.234 0.5686
C -3.74056 -3.38240 2.95944 0.265 -0.363 -0.389 -0.2791
H 5.96417 -3.36006 1.20308 0.029 -0.045 -0.053 0.3027
F 4.46817 2.93469 -2.09783 0.020 0.064 -0.045 -0.3423
F 1.11614 1.12256 -7.70675 -0.099 -0.181 0.236 -0.2408
O 3.53155 -3.51207 0.16242 -0.002 0.095 0.608 -0.4515
C -6.54258 -0.85208 2.79856 -0.667 0.665 -0.411 -0.1595
P -3.91865 -0.75371 3.14451 0.854 1.408 1.347 0.6012
C 1.59046 2.65913 -5.95320 -0.299 -0.027 0.189 0.6506
```
Positions in Å, forces in eV/Å.

Summary:
- HOMO: -7.82 eV
- Gap between HOMO and LUMO: 6.32 eV
- Multiplicity: 1
- Charge: 0

---

A structure of composition C43H31N4PPdS2 at a distorted geometry. Source: the Open Molecules 2025 dataset; level of theory: ωB97M-V/def2-TZVPD.

The geometry in XYZ format:
```
82
Properties=species:S:1:pos:R:3:forces:R:3:lowdin_spin:R:1
C 2.31556 -3.00548 0.41675 0.520 -0.657 0.180 0.0944
C -4.62219 0.22966 2.27605 0.054 0.023 0.033 0.0031
H -6.09028 -0.39301 3.71153 0.013 0.015 -0.022 0.0001
H -2.11592 -3.02861 -3.65408 -0.023 0.036 0.017 0.0003
H -1.10195 -0.29644 3.26777 -0.046 0.003 -0.007 0.0009
C 2.47580 0.27578 -4.62757 0.028 0.003 -0.041 -0.0038
N 1.56180 -1.85296 0.24818 -0.488 -0.001 -0.070 0.1265
C 0.53101 0.06530 -3.29358 0.106 -0.066 0.020 0.0042
N 0.77373 0.10734 2.59006 -0.055 0.001 -0.349 0.0266
H -5.25956 0.87260 -0.99940 -0.006 -0.027 -0.006 0.0001
C 4.70695 1.07473 3.50706 0.153 0.055 0.007 0.0042
H -3.81421 0.24733 2.99848 -0.004 -0.022 -0.025 0.0014
C -2.92694 -0.01953 -2.32098 -0.052 -0.026 -0.096 0.0041
C 2.48752 0.54134 4.21886 0.007 -0.041 -0.228 0.0022
C -2.13030 4.29048 -1.98887 0.044 -0.037 -0.004 0.0000
C 2.50641 0.49786 0.34017 0.370 0.547 0.384 0.0719
S 4.82849 -1.88543 0.62487 0.033 0.064 -0.067 0.5955
C -2.20918 -2.24318 -2.91421 0.037 -0.067 0.035 0.0114
C -3.97326 4.76580 -0.52534 -0.040 0.032 0.027 -0.0007
C 4.63297 0.89874 -1.10300 -0.228 -0.066 -0.008 0.0210
C 4.30384 0.94328 2.16632 -0.205 -0.057 -0.075 0.0239
C 2.02555 -5.41718 0.56455 0.267 -0.178 0.047 0.1094
H -3.18476 6.15741 -1.95350 -0.012 -0.020 0.010 0.0005
H -1.32543 -3.41123 -1.36080 0.025 0.012 0.012 0.0006
H -7.93948 -0.40742 2.07614 0.031 0.013 -0.006 0.0000
C 3.30152 0.58376 -0.97695 -0.107 -0.039 -0.018 0.0382
C 2.54983 0.39652 -2.19312 0.121 0.048 -0.079 0.0308
H -1.69543 -1.68772 0.38252 0.075 -0.009 0.049 0.0022
C 5.28649 0.96482 -2.34546 0.104 0.032 0.007 0.0040
H -4.73429 5.44767 -0.16786 0.019 -0.038 0.013 -0.0002
C 1.50318 -4.14685 0.42571 -0.142 0.473 -0.050 0.0031
H -1.45124 4.59900 -2.77416 -0.027 -0.023 0.018 -0.0002
H -0.50723 -0.10086 5.68548 0.020 -0.015 -0.038 0.0001
C -6.94148 -0.12907 1.76229 0.009 0.007 0.006 -0.0008
H 3.82426 -6.57693 0.78611 0.000 0.020 0.007 -0.0034
N 1.19768 0.19888 -2.16924 -0.314 0.146 0.183 0.1288
C 4.23388 -4.48297 0.69206 -0.015 0.082 0.016 0.1070
C -5.90343 -0.12334 2.68014 -0.048 -0.020 0.042 0.0001
P -2.70297 0.98622 0.38129 -0.205 0.167 -0.516 0.1250
C 3.22225 0.45475 -3.44231 -0.115 -0.046 0.165 0.0051
H 0.43691 -3.99225 0.32770 0.006 -0.048 -0.012 -0.0004
C 3.40476 -5.58427 0.68911 -0.192 -0.077 -0.033 -0.0266
C -2.80895 -1.02858 -3.25517 -0.038 0.045 -0.041 0.0135
C -5.43281 0.58047 0.02882 -0.032 -0.028 0.091 0.0063
C -1.89955 -1.45715 -0.65858 -0.340 0.020 -0.145 0.0173
C 3.02497 0.59803 1.79982 -0.073 -0.072 -0.013 0.0422
H 6.34222 1.19975 -2.36958 -0.030 0.008 0.017 0.0000
C 3.73332 -3.16788 0.56999 -0.103 0.098 0.003 0.0406
C 3.82353 0.87513 4.51877 -0.008 0.004 0.109 0.0136
H 5.09520 0.76988 -4.46023 -0.010 -0.003 0.031 0.0009
H 1.84694 0.45047 6.27605 0.000 0.007 -0.031 0.0000
C -0.08466 -0.06419 3.56434 0.096 0.054 -0.129 0.0020
C 0.24726 0.04507 4.92428 -0.082 -0.011 0.110 0.0004
C -1.75295 -2.45421 -1.62853 -0.010 -0.031 -0.028 0.0094
H -1.27013 2.34946 -1.82442 0.167 -0.102 -0.044 0.0019
C -2.02399 3.02230 -1.44084 -0.177 0.076 0.079 0.0086
H -3.18185 -0.87514 -4.26095 0.001 -0.010 0.039 0.0005
H 2.99124 0.30895 -5.58025 -0.014 0.010 0.026 -0.0001
H 0.52299 -0.03586 -5.44647 0.006 -0.012 0.025 0.0007
C -2.90053 2.60618 -0.43355 0.006 -0.022 -0.002 0.0082
H -0.53528 -0.07236 -3.20437 -0.076 0.005 0.012 0.0003
C -3.10538 5.16528 -1.52870 0.012 0.027 -0.018 0.0088
H 5.30416 -4.60007 0.79605 -0.013 0.018 0.006 0.0026
H -3.38083 0.92296 -2.60138 0.021 0.010 0.032 0.0000
H 5.06452 1.11799 1.43902 0.147 0.037 -0.207 0.0004
C -4.38465 0.57574 0.95154 0.183 -0.075 0.180 0.0381
H -7.52074 0.23460 -0.27598 0.015 -0.001 0.027 0.0004
H 5.73558 1.33647 3.71884 -0.039 0.004 -0.029 0.0000
C -3.87334 3.49425 0.02262 0.019 -0.031 0.054 0.0077
H 5.23778 1.09964 -0.24777 0.112 0.000 0.232 0.0003
C 4.60388 0.72849 -3.49571 0.032 -0.007 -0.074 0.0144
H -4.55390 3.19395 0.80992 -0.011 0.032 -0.035 0.0003
C -6.70731 0.22898 0.43834 0.015 0.015 -0.046 0.0022
H 4.12340 0.97813 5.55490 -0.001 -0.008 -0.037 0.0007
Pd -0.32855 0.39577 -0.25224 0.940 -0.139 -0.443 1.0036
C 2.06656 0.40601 2.86873 0.127 0.008 0.136 0.0219
C -2.49522 -0.22492 -1.00172 -0.089 0.049 0.108 0.0151
S 1.40042 1.98730 0.20428 -0.082 -0.284 0.292 0.8551
C 1.13017 0.08511 -4.56026 -0.026 -0.004 -0.071 0.0027
N 1.55893 -0.66104 0.21427 -0.343 0.081 0.213 0.3433
H 1.37174 -6.27868 0.57419 -0.020 0.039 -0.007 0.0057
C 1.53493 0.34922 5.24320 0.002 -0.006 0.055 0.0000
```
Positions in Å, forces in eV/Å.

Summary:
- HOMO (alpha / beta): -13.03 / -13.32 eV
- Gap between HOMO and LUMO (alpha / beta): 6.87 / 5.57 eV
- ⟨S²⟩: 6.063
- Multiplicity: 5
- Charge: +2

---

A structure of composition C14H10Br2N7O4PdS3 at a distorted geometry. Source: the Open Molecules 2025 dataset; level of theory: ωB97M-V/def2-TZVPD.

The geometry in XYZ format:
```
41
Properties=species:S:1:pos:R:3:forces:R:3:mulliken_charge:R:1
C 2.22020 -2.89220 -2.38008 0.107 -0.186 0.123 0.0464
O 1.13202 -2.22356 4.06076 0.007 0.100 0.100 -0.6421
H -2.52497 4.09524 -0.21961 0.014 -0.017 -0.004 0.4243
S -0.48359 -0.32992 2.44521 -0.164 -0.045 0.861 -0.3433
N 2.84240 -3.84317 -2.18439 -0.007 0.058 -0.017 -0.6007
H 3.04113 3.21750 1.78668 -0.012 -0.006 0.003 0.3814
S -2.81475 -1.19170 0.09419 0.187 -0.044 -0.063 -0.3411
N -0.20244 1.68095 0.00284 0.059 -0.209 0.109 0.4905
O -0.64677 -3.23156 2.73477 -0.056 -0.015 -0.077 -0.7208
C 4.29986 1.50750 1.52731 0.013 0.033 0.029 -0.0114
C -0.44401 4.40013 0.23937 0.040 0.067 0.014 0.0135
H -1.83359 -3.44328 -2.45991 -0.010 -0.005 -0.010 0.2424
H -2.19857 1.61518 -0.43490 0.021 0.004 0.017 0.3479
Br 5.69826 2.22545 2.58554 -0.031 -0.011 -0.024 -0.2030
O 1.22720 -2.11662 1.61153 0.268 -0.585 -0.265 -0.5808
Pd -0.07617 -0.97157 0.38949 -0.135 -0.108 -0.497 0.4396
C 4.42381 0.24750 0.98246 0.025 -0.050 -0.010 -0.8734
H 5.30168 -0.36037 1.14560 -0.013 0.006 -0.006 0.4219
N -2.42303 -2.76912 -1.99571 -0.027 -0.021 -0.012 -0.4845
C 2.14283 1.68634 0.54791 0.140 -0.031 0.025 0.4270
C -1.55489 3.64369 -0.06938 -0.078 -0.024 -0.019 -0.8152
N 0.37910 -1.49943 -1.86652 0.235 0.886 0.410 0.3249
H -1.29480 -4.37711 -0.46974 0.014 -0.010 0.000 0.2276
O -0.31710 -0.48845 -2.13385 -0.039 -0.147 -0.612 -0.5274
C 1.44818 -1.73066 -2.63643 -0.313 -0.200 0.266 0.1479
H -1.47459 -3.48013 0.99361 -0.098 -0.031 0.033 0.2050
H -2.55870 -1.90230 -2.49221 0.014 -0.018 0.023 0.2608
H 3.39052 -1.21517 -0.20555 0.017 0.019 0.008 0.3724
C -2.28710 -2.61802 -0.65822 -0.014 0.089 -0.077 0.4885
C 0.86260 2.41511 0.31428 -0.162 0.103 -0.025 0.7898
N -1.76467 -3.63640 0.02521 0.041 -0.063 0.144 -0.2867
N 2.25432 0.47760 0.00379 -0.065 0.028 -0.030 0.1409
N 2.07990 -0.18614 -4.59492 0.031 0.016 0.011 -0.5658
C 3.15214 2.24875 1.32303 -0.021 0.033 0.049 -0.7545
H 1.65662 4.40209 0.64640 0.005 -0.008 0.004 0.4373
C 3.35764 -0.22081 0.22706 0.008 -0.073 -0.007 -0.0912
C 0.78522 3.80139 0.43327 0.046 -0.004 -0.054 -0.7317
Br -0.59937 6.28312 0.39307 0.010 -0.030 -0.001 -0.1994
C -1.37201 2.27226 -0.18163 -0.009 0.007 -0.089 -0.4717
S 0.36808 -2.19680 2.84786 0.028 0.434 -0.174 1.2408
C 1.79357 -0.86774 -3.71219 -0.075 0.055 -0.155 0.3737
```
Positions in Å, forces in eV/Å.

Summary:
- HOMO: -5.35 eV
- Gap between HOMO and LUMO: 7.10 eV
- Multiplicity: 1
- Charge: -1